# C50H94F15N3O14

A cluster of 12 separate species, C50H94F15N3O14 in total (ωB97M-V with the def2-TZVPD basis set, OMol25).

Structure (ORCA input):
```
! wB97M-V def2-TZVPD RIJCOSX def2/J DEFGRID3
* xyz 0 1
C 3.9048 6.6227 -0.5129
C 3.0692 5.3241 -0.6435
N 3.7811 4.1545 -1.1464
C 4.1683 4.1967 -2.5465
C 2.9651 4.3151 -3.4818
C 4.9569 3.7613 -0.3633
C 4.5781 3.5032 1.0939
H 3.5542 7.1949 0.3439
H 3.6755 7.1893 -1.4166
H 4.9730 6.4395 -0.4388
H 2.6036 5.0978 0.3178
H 2.2128 5.5504 -1.2789
H 4.9368 4.9727 -2.7013
H 4.6790 3.2677 -2.8201
H 3.2577 4.0657 -4.5020
H 2.1558 3.6567 -3.1660
H 2.6058 5.3464 -3.4695
H 5.7280 4.5396 -0.4765
H 5.3884 2.8646 -0.8113
H 5.3159 2.8830 1.6095
H 3.6054 3.0160 1.0566
H 4.5932 4.4064 1.7064
C -6.1917 -5.6615 -2.4698
C -4.8879 -4.9009 -2.1884
N -4.4060 -4.0966 -3.2984
C -3.4338 -3.1034 -2.8853
C -4.1850 -1.9428 -2.2220
C -4.0697 -4.9017 -4.4644
C -4.0256 -4.0814 -5.7537
H -6.5454 -6.1698 -1.5724
H -6.0947 -6.4402 -3.2273
H -6.9623 -4.9749 -2.8244
H -5.1170 -4.2509 -1.3430
H -4.1833 -5.6571 -1.8056
H -2.7160 -3.5391 -2.1711
H -2.8274 -2.7066 -3.6995
H -3.6642 -0.9825 -2.3082
H -4.9742 -1.6560 -2.9257
H -4.5169 -2.1876 -1.2197
H -4.7530 -5.7383 -4.5833
H -3.0778 -5.3604 -4.3115
H -3.9140 -4.7840 -6.5812
H -3.1350 -3.4503 -5.7398
H -4.8864 -3.4359 -5.9159
C 6.9128 0.0739 -3.0747
C 7.5019 -0.6733 -1.8741
N 6.5933 -1.2378 -0.9039
C 5.8966 -0.1500 -0.2010
C 5.0660 -0.6499 0.9619
C 5.6387 -2.2194 -1.4281
C 6.3927 -3.3510 -2.1345
H 6.0886 -0.4842 -3.5241
H 7.6672 0.1578 -3.8596
H 6.5994 1.0921 -2.8345
H 8.1253 -1.4595 -2.3091
H 8.1844 -0.0033 -1.3441
H 6.6805 0.4876 0.2279
H 5.3479 0.5041 -0.8876
H 4.7445 0.1608 1.6153
H 4.1232 -1.0409 0.5669
H 5.5734 -1.4359 1.5168
H 4.9553 -1.7647 -2.1595
H 5.0084 -2.5977 -0.6289
H 5.8398 -4.2803 -2.2759
H 7.2931 -3.6096 -1.5746
H 6.6887 -3.0756 -3.1498
C 0.6604 -6.7715 4.0704
C 0.1697 -5.9826 2.8616
O 0.8670 -4.7396 2.8736
C 0.7845 -3.9431 1.8279
O 0.1663 -4.1781 0.8314
C 1.5528 -2.6260 2.0044
F 1.6577 -1.9289 0.8866
F 0.9442 -1.8982 2.9440
F 2.7889 -2.9164 2.4436
H 0.3736 -7.8187 4.0989
H 0.3860 -6.2476 4.9860
H 1.7517 -6.7563 4.0215
H -0.9095 -5.8683 2.8012
H 0.5069 -6.5367 1.9813
C -4.0515 1.3571 2.7613
C -5.4577 1.3433 2.2332
O -6.2488 2.4210 2.7727
C -7.5412 2.3987 2.6181
O -8.1437 1.5294 2.0468
C -8.2851 3.6303 3.1369
F -9.2949 3.2717 3.9306
F -7.4818 4.4503 3.8264
F -8.7904 4.2901 2.0840
H -3.9792 1.3490 3.8509
H -3.5409 2.2947 2.5329
H -3.4684 0.5411 2.3435
H -5.9634 0.4018 2.4463
H -5.4754 1.4651 1.1495
C 2.6529 0.8889 -1.3876
C 1.5127 1.4048 -0.5386
O 0.4539 0.4622 -0.5544
C -0.4161 0.4242 0.4473
O -0.4601 1.1724 1.3681
C -1.4029 -0.7341 0.1845
F -2.6471 -0.2539 0.1282
F -1.1482 -1.3619 -0.9582
F -1.3443 -1.6043 1.1930
H 3.1066 -0.0627 -1.1131
H 3.4731 1.6074 -1.3866
H 2.3581 0.7853 -2.4364
H 1.2082 2.4052 -0.8517
H 1.8836 1.5650 0.4797
C -5.8454 5.6052 -0.3343
C -4.5927 5.6918 0.5509
O -3.4548 5.5585 -0.3213
C -2.7028 4.4872 -0.1783
O -2.9364 3.5458 0.5146
C -1.4780 4.4294 -1.1100
F -0.3614 4.3592 -0.3887
F -1.5320 3.3165 -1.8475
F -1.4554 5.4863 -1.9198
H -5.9231 6.5186 -0.9230
H -6.7360 5.5486 0.2934
H -5.8319 4.7349 -0.9850
H -4.6207 4.8699 1.2675
H -4.4531 6.6124 1.1110
C -3.9444 -3.4716 1.6494
C -3.2849 -4.2876 2.7371
O -4.0053 -4.0907 3.9648
C -3.3717 -4.2362 5.1009
O -2.2603 -4.6659 5.2251
C -4.1323 -3.7870 6.3636
F -4.4210 -4.8469 7.1084
F -3.3513 -2.9880 7.0766
F -5.2472 -3.1330 6.0566
H -4.9543 -3.7532 1.3553
H -3.3398 -3.5355 0.7414
H -3.9473 -2.4204 1.9420
H -2.2707 -3.9310 2.9173
H -3.2573 -5.3438 2.4731
C -0.8677 4.2897 2.7993
C -0.2801 3.7470 4.0739
O 0.6800 4.2801 4.5880
C -0.9345 2.5166 4.6414
H -0.5415 3.6341 1.9900
H -0.5599 5.3084 2.5755
H -1.9510 4.2187 2.9147
H -0.5366 2.3654 5.6494
H -0.7206 1.6298 4.0449
H -2.0022 2.5914 4.8495
C 4.0637 0.3441 5.6851
C 2.7670 0.3702 4.9095
O 1.8070 -0.2633 5.2696
C 2.6339 1.2698 3.6960
H 4.5231 1.3329 5.7010
H 4.7715 -0.2908 5.1398
H 3.9723 -0.0764 6.6816
H 2.6965 0.6049 2.8302
H 3.3718 2.0665 3.6568
H 1.6177 1.6602 3.6654
C -0.8112 1.1059 -3.8826
C 0.3425 0.9902 -4.8482
O 1.1621 0.1023 -4.7503
C 0.4631 2.0365 -5.9114
H -0.5234 0.7276 -2.9063
H -1.7116 0.6214 -4.2722
H -1.1539 2.1424 -3.8638
H -0.5396 2.2301 -6.2970
H 1.0658 1.6741 -6.7428
H 0.9859 2.8933 -5.4840
C 3.0572 -2.6131 -4.0426
C 2.4586 -3.2868 -2.8408
O 3.0859 -4.1485 -2.2607
C 1.0966 -2.8650 -2.3507
H 3.8173 -3.2682 -4.4687
H 3.5918 -1.6805 -3.8440
H 2.2964 -2.3479 -4.7784
H 0.9482 -1.7986 -2.5456
H 0.9920 -3.0610 -1.2886
H 0.3062 -3.3478 -2.9305
*
```

HOMO level   -8.29 eV
SMILES   CCOC(=O)C(F)(F)F.CCOC(=O)C(F)(F)F.CCOC(=O)C(F)(F)F.CCOC(=O)C(F)(F)F.CCOC(=O)C(F)(F)F.CCN(CC)CC.CCN(CC)CC.CCN(CC)CC.CC(C)=O.CC(C)=O.CC(C)=O.CC(C)=O
HOMO-LUMO gap   8.6 eV